Entry 1:
A single C21H25N3O molecule, computed with ωB97M-V/def2-TZVPD.

Element x y z (Å)
1 O 2.408 -0.180 -1.150
2 N 1.446 3.204 -1.403
3 N 0.695 -0.922 0.175
4 N -1.204 0.482 1.371
5 C 0.155 0.524 1.839
6 C 2.851 0.580 2.914
7 C 0.430 1.204 3.059
8 C -0.859 2.302 -2.617
9 C 1.731 1.263 3.484
10 C 0.920 -3.989 0.237
11 C -1.703 1.556 -3.436
12 C -0.404 -3.209 0.271
13 C -2.697 0.766 -1.313
14 C -0.885 2.292 -1.221
15 C -1.820 1.588 -0.505
16 C 0.294 -3.720 1.562
17 C 2.542 -0.118 1.734
18 C -0.592 -1.672 0.154
19 C -1.969 1.617 0.976
20 C 1.171 -0.166 1.220
21 C -2.635 0.845 -2.759
22 C 1.328 -0.690 -1.033
23 C 0.857 -1.412 -2.391
24 C -1.638 -0.932 1.023
25 C 0.322 2.971 -0.536
26 H 1.577 -1.255 -3.172
27 H -1.253 -3.729 -0.058
28 H -1.656 -1.308 2.053
29 H -0.982 -1.679 -0.814
30 H 1.495 2.495 -2.192
31 H 1.938 1.946 4.331
32 H 1.801 -3.367 0.065
33 H -3.409 0.106 -0.788
34 H 0.033 -4.653 1.955
35 H -0.095 -0.896 -2.645
36 H 0.749 -3.006 2.308
37 H -3.396 0.259 -3.281
38 H -0.191 2.969 -3.216
39 H 0.700 -2.535 -2.251
40 H -1.508 2.568 1.385
41 H -3.062 1.546 1.294
42 H 2.333 3.210 -0.839
43 H 3.315 -0.699 1.152
44 H 3.885 0.521 3.381
45 H -2.613 -1.172 0.613
46 H -0.183 3.946 -0.209
47 H 1.019 -4.978 -0.078
48 H -1.507 1.513 -4.484
49 H 0.715 2.346 0.312
50 H -0.447 1.670 3.523

Results
- SMILES = CC(=O)N1c2ccccc2N(Cc2ccccc2CN)C[C@@H]1C1CC1
- HOMO level (eV) = -7.7195
- lowest unoccupied orbital energy (eV) = 0.74
- ΔE to the lowest compared entry with this formula, charge and spin (kcal per mole) = 133.4
- spin multiplicity = 1
- charge = 0
- Kohn-Sham gap (eV) = 8.46

Löwdin population analysis, charges in e, atoms 1 to 5: 0.054, -0.029, 0.053, -0.081, -0.194


Entry 2:
CH5CdClO4 as an isolated structure, computed with ωB97M-V/def2-TZVPD.

Element x y z (Å)
1 Cd -0.257 -0.903 -0.270
2 Cl 1.005 1.543 0.100
3 O 0.241 1.149 -1.139
4 O 2.133 2.344 -0.258
5 O 0.116 2.200 1.022
6 O 1.461 0.237 0.705
7 C -2.076 -1.032 0.789
8 H -2.907 -0.913 0.084
9 H -2.132 -2.004 1.293
10 H 2.212 -0.884 -1.780
11 H -2.095 -0.219 1.527
12 H 2.300 -1.518 -2.071

Results
- HOMO level (eV) = -10.4414
- lowest unoccupied orbital energy (eV) = -1.14
- ΔE to the lowest compared entry with this formula, charge and spin (kcal per mole) = 0.0
- spin multiplicity = 1
- charge = 0
- Kohn-Sham gap (eV) = 9.30

Löwdin population analysis, charges in e, atoms 1 to 5: 1.318, 0.671, -0.502, -0.288, -0.311


Entry 3:
An isolated ion of composition C5H10NO2 and charge -1, computed with ωB97M-V/def2-TZVPD.

Element x y z (Å)
1 O -0.972 0.066 2.558
2 O -2.342 1.440 1.389
3 N -0.444 0.650 0.434
4 C 1.276 -1.675 -2.666
5 C 1.601 -0.071 -0.731
6 C 1.058 -0.252 -2.159
7 C 0.555 -0.369 0.345
8 C -1.335 0.710 1.548
9 H 1.518 0.497 -2.801
10 H 2.237 -1.757 -3.169
11 H 1.954 0.955 -0.551
12 H -0.716 1.146 -0.395
13 H 1.296 -2.377 -1.831
14 H 0.140 -1.362 0.107
15 H 0.527 -2.016 -3.373
16 H -0.006 -0.003 -2.157
17 H 2.457 -0.724 -0.551
18 H 0.981 -0.508 1.338

Results
- SMILES = CCCCNC(=O)[O-]
- HOMO level (eV) = -3.8116
- lowest unoccupied orbital energy (eV) = 3.53
- ΔE to the lowest compared entry with this formula, charge and spin (kcal per mole) = 4.4
- spin multiplicity = 1
- charge = -1
- Kohn-Sham gap (eV) = 7.34

Löwdin population analysis, charges in e, atoms 1 to 5: -0.092, -0.111, 0.010, -0.123, -0.222


Entry 4:
A 6-piece molecular cluster, C5H23NO5 overall, computed with ωB97M-V/def2-TZVPD.

Element x y z (Å)
1 O 2.639 0.000 -0.100
2 O 1.016 -2.034 -2.167
3 O 1.024 -2.083 0.795
4 O -1.052 -1.780 2.563
5 O 3.696 -2.185 1.017
6 N -1.376 -1.177 -1.866
7 C -2.265 1.021 -0.738
8 C -1.460 0.315 -1.840
9 C -0.135 1.869 0.461
10 C -1.464 1.154 0.616
11 C -0.054 3.196 1.114
12 H 0.067 4.052 0.376
13 H 2.183 0.657 -0.813
14 H -2.114 1.481 1.445
15 H 0.642 3.228 1.914
16 H 3.359 -1.480 1.574
17 H 0.028 1.797 -0.605
18 H -0.213 -1.941 2.117
19 H -1.171 3.506 1.341
20 H -2.347 -1.475 -1.591
21 H 1.501 -2.915 1.041
22 H -0.936 -1.494 -1.002
23 H 1.882 -0.178 0.611
24 H 0.479 -1.774 -2.958
25 H -1.776 0.679 -2.885
26 H 0.573 1.136 0.965
27 H -1.257 0.039 0.866
28 H 1.545 -1.150 -1.974
29 H 3.357 -2.149 0.051
30 H -3.198 0.539 -0.617
31 H -2.583 1.969 -1.146
32 H -0.398 0.572 -1.743
33 H 0.880 -2.171 -0.167
34 H -1.073 -1.223 3.346

Results
- SMILES = CCCCCN.O.O.O.O.O
- HOMO level (eV) = -9.9400
- lowest unoccupied orbital energy (eV) = 0.24
- ΔE to the lowest compared entry with this formula, charge and spin (kcal per mole) = 47.3
- spin multiplicity = 1
- charge = 0
- Kohn-Sham gap (eV) = 10.18

Löwdin population analysis, charges in e, atoms 1 to 5: -0.172, -0.135, -0.095, -0.077, -0.105


Entry 5:
A 3-piece molecular cluster, C5H14O2 overall, computed with ωB97M-V/def2-TZVPD.

Element x y z (Å)
1 O -1.833 0.259 1.707
2 O -3.320 -0.593 -0.130
3 C 2.608 -0.209 1.017
4 C 2.061 0.490 -1.522
5 C -0.471 0.021 -1.302
6 C 1.172 -0.404 0.592
7 C 0.786 0.530 -0.689
8 H -1.340 -0.121 -0.624
9 H 2.570 1.492 -1.597
10 H 0.613 1.521 -0.180
11 H 2.820 -0.084 -0.286
12 H 1.985 0.004 -2.495
13 H 3.040 -1.033 1.482
14 H -2.611 -0.045 1.070
15 H 1.189 -1.407 0.185
16 H -2.275 0.480 2.514
17 H -0.254 -0.968 -1.698
18 H 0.519 -0.365 1.352
19 H -0.634 0.761 -2.201
20 H -4.219 -0.833 -0.201
21 H 2.877 0.714 1.485

Results
- HOMO level (eV) = -6.8714
- lowest unoccupied orbital energy (eV) = -4.16
- ΔE to the lowest compared entry with this formula, charge and spin (kcal per mole) = 183.2
- spin multiplicity = 1
- charge = 0
- Kohn-Sham gap (eV) = 2.71

Löwdin population analysis, charges in e, atoms 1 to 5: -0.167, -0.382, 0.065, 0.175, -0.074